[1]
{"formula": "C5H4O2", "method": "wB97M-V/def2-TZVPD", "elements": ["O", "C", "O", "C", "C", "C", "C", "H", "H", "H", "H"], "positions_angstrom": [[-2.702, -0.695, 0.288], [-1.571, -0.959, 0.249], [-1.070, 1.809, -0.365], [0.026, 1.452, -0.733], [1.024, 0.765, 0.133], [0.858, -0.507, 0.510], [-0.306, -1.353, 0.221], [0.334, 1.587, -1.791], [1.927, 1.313, 0.401], [1.656, -0.998, 1.064], [-0.175, -2.413, 0.023]], "multiplicity": 1, "lumo_energy_ev": 0.6, "de_lowest_kj_mol": 151.46, "charge": 0, "gap_ha": 0.348, "mol_weight_g_mol": 96.08}



[2]
{"formula": "C29H58BrNO18", "method": "wB97M-V/def2-TZVPD", "elements": ["C", "C", "C", "C", "C", "C", "C", "N", "O", "C", "C", "C", "C", "O", "O", "C", "Br", "C", "C", "H", "H", "H", "H", "H", "H", "H", "H", "H", "H", "H", "H", "H", "H", "H", "H", "H", "H", "H", "H", "H", "H", "H", "H", "H", "H", "H", "H", "C", "O", "C", "O", "O", "C", "H", "H", "H", "H", "H", "H", "C", "O", "C", "O", "O", "C", "H", "H", "H", "H", "H", "H", "C", "O", "C", "O", "O", "C", "H", "H", "H", "H", "H", "H", "C", "O", "C", "O", "O", "C", "H", "H", "H", "H", "H", "H", "C", "O", "C", "O", "O", "C", "H", "H", "H", "H", "H", "H"], "positions_angstrom": [[-2.436, -4.124, 2.894], [-3.227, -3.128, 3.979], [-4.434, -2.249, 3.280], [-5.116, -1.131, 4.292], [-4.743, 0.419, 3.801], [-3.168, 0.731, 4.267], [-2.291, 1.479, 3.102], [-0.782, 1.332, 3.253], [-0.521, 1.046, 4.541], [0.901, 1.218, 4.876], [1.096, 0.547, 6.396], [-0.279, 0.968, 7.226], [-0.390, 0.156, 2.333], [-1.042, -0.985, 2.548], [0.658, 0.429, 1.352], [1.321, -0.777, 0.844], [0.167, -1.837, -0.466], [2.036, -1.722, 1.977], [2.292, -3.270, 1.399], [-1.677, -4.795, 3.525], [-1.739, -3.486, 2.165], [-3.202, -4.786, 2.271], [-2.381, -2.474, 4.475], [-3.662, -3.802, 4.863], [-5.324, -2.978, 2.970], [-4.033, -1.650, 2.329], [-6.262, -1.292, 4.479], [-4.570, -1.278, 5.340], [-5.500, 1.222, 4.197], [-4.733, 0.417, 2.627], [-3.118, 1.424, 5.226], [-2.740, -0.327, 4.594], [-2.607, 1.121, 2.031], [-2.571, 2.637, 3.167], [1.233, 2.356, 4.985], [1.648, 0.645, 4.180], [2.086, 0.885, 6.919], [1.019, -0.620, 6.224], [-1.196, 0.253, 6.958], [-0.153, 0.923, 8.392], [-0.599, 2.091, 6.981], [2.214, -0.382, 0.155], [1.467, -1.809, 2.993], [3.130, -1.286, 2.171], [3.090, -3.756, 2.141], [2.718, -3.240, 0.285], [1.292, -3.922, 1.430], [3.608, 1.483, -2.088], [4.364, 0.897, -3.146], [5.617, 0.515, -2.792], [6.117, 0.634, -1.684], [6.218, -0.020, -3.884], [7.553, -0.469, -3.658], [2.624, 1.749, -2.483], [3.468, 0.767, -1.271], [4.092, 2.395, -1.726], [7.572, -1.262, -2.904], [8.196, 0.366, -3.359], [7.936, -0.878, -4.597], [11.858, -3.138, -0.557], [10.989, -3.122, -1.688], [11.503, -3.714, -2.795], [12.605, -4.233, -2.885], [10.580, -3.628, -3.786], [10.988, -4.215, -5.021], [11.345, -2.638, 0.270], [12.079, -4.166, -0.254], [12.781, -2.589, -0.772], [11.174, -5.286, -4.896], [11.876, -3.709, -5.414], [10.174, -4.088, -5.740], [5.880, 2.556, -5.404], [5.322, 3.832, -5.096], [5.401, 4.735, -6.106], [5.894, 4.539, -7.206], [4.838, 5.894, -5.680], [4.850, 6.942, -6.646], [5.762, 1.915, -4.526], [5.348, 2.094, -6.242], [6.949, 2.645, -5.624], [4.277, 6.656, -7.534], [5.878, 7.207, -6.916], [4.376, 7.820, -6.199], [-8.164, -0.628, -1.010], [-6.999, -1.025, -1.732], [-5.835, -0.562, -1.210], [-5.723, 0.136, -0.215], [-4.818, -1.011, -1.988], [-3.523, -0.598, -1.556], [-9.035, -1.054, -1.515], [-8.135, -1.017, 0.013], [-8.265, 0.462, -1.009], [-3.308, -0.986, -0.554], [-3.438, 0.493, -1.577], [-2.787, -1.013, -2.250], [-11.633, 2.834, 0.983], [-12.502, 2.849, -0.148], [-11.987, 2.257, -1.255], [-10.886, 1.738, -1.345], [-12.910, 2.343, -2.246], [-12.503, 1.757, -3.481], [-12.145, 3.333, 1.810], [-11.412, 1.805, 1.286], [-10.710, 3.382, 0.769], [-12.316, 0.685, -3.356], [-11.615, 2.262, -3.873], [-13.317, 1.883, -4.200]], "multiplicity": 1, "lumo_energy_ev": 0.3, "charge": 0, "gap_ha": 0.336, "mol_weight_g_mol": 788.68}



[3]
{"formula": "C20H45BrI2N7O8P", "method": "wB97M-V/def2-TZVPD", "elements": ["N", "P", "C", "Br", "I", "O", "C", "O", "I", "H", "H", "H", "C", "C", "O", "N", "C", "H", "H", "H", "H", "H", "H", "H", "C", "C", "O", "N", "C", "H", "H", "H", "H", "H", "H", "H", "C", "C", "O", "N", "C", "H", "H", "H", "H", "H", "H", "H", "C", "C", "O", "N", "C", "H", "H", "H", "H", "H", "H", "H", "C", "C", "O", "N", "C", "H", "H", "H", "H", "H", "H", "H", "C", "C", "O", "N", "C", "H", "H", "H", "H", "H", "H", "H"], "positions_angstrom": [[1.600, 0.424, 5.104], [1.324, -0.694, 4.034], [-0.121, -1.801, 4.464], [0.580, -3.116, 5.749], [-0.772, -2.900, 2.707], [-1.155, -1.135, 5.154], [-2.152, -0.537, 4.410], [-3.281, -0.754, 4.676], [-1.737, 0.939, 2.917], [0.933, 0.385, 5.867], [1.107, -0.145, 2.749], [2.406, -1.586, 3.839], [-4.480, -1.495, 1.674], [-5.115, -1.153, 0.350], [-4.491, -1.175, -0.701], [-6.430, -0.809, 0.360], [-7.325, -0.724, 1.500], [-3.431, -1.736, 1.512], [-4.536, -0.647, 2.355], [-4.977, -2.357, 2.123], [-6.796, -0.592, -0.552], [-8.163, -1.410, 1.366], [-7.716, 0.292, 1.589], [-6.808, -0.979, 2.419], [1.232, 3.277, -1.515], [0.342, 3.483, -0.313], [0.775, 3.463, 0.831], [-0.978, 3.692, -0.555], [-1.640, 3.774, -1.847], [2.251, 3.129, -1.169], [0.917, 2.393, -2.071], [1.206, 4.148, -2.171], [-1.531, 3.808, 0.278], [-2.115, 4.750, -1.955], [-2.406, 3.001, -1.917], [-0.934, 3.639, -2.658], [2.804, -6.593, 8.695], [2.519, -5.968, 7.352], [1.457, -5.414, 7.108], [3.489, -6.036, 6.406], [4.803, -6.644, 6.509], [1.937, -6.454, 9.332], [2.994, -7.662, 8.588], [3.665, -6.116, 9.164], [3.233, -5.598, 5.535], [5.573, -5.890, 6.335], [4.907, -7.430, 5.759], [4.955, -7.077, 7.491], [2.704, 7.710, -3.059], [3.051, 6.326, -3.551], [2.199, 5.551, -3.959], [4.358, 5.959, -3.520], [5.499, 6.735, -3.068], [1.631, 7.848, -3.145], [2.991, 7.828, -2.014], [3.205, 8.468, -3.662], [4.521, 5.024, -3.857], [6.213, 6.853, -3.884], [5.993, 6.220, -2.243], [5.190, 7.718, -2.730], [-0.561, 1.169, -5.909], [-1.074, 2.583, -5.763], [-2.106, 2.838, -5.164], [-0.330, 3.579, -6.312], [0.924, 3.474, -7.033], [-1.257, 0.498, -5.414], [-0.492, 0.893, -6.961], [0.419, 1.067, -5.441], [-0.721, 4.496, -6.170], [1.697, 4.041, -6.511], [0.808, 3.882, -8.039], [1.242, 2.440, -7.112], [-2.335, -3.709, -1.571], [-0.853, -3.813, -1.311], [-0.266, -3.047, -0.561], [-0.170, -4.801, -1.951], [-0.685, -5.796, -2.873], [-2.739, -2.874, -1.006], [-2.526, -3.530, -2.629], [-2.842, -4.625, -1.261], [0.814, -4.814, -1.736], [-0.498, -6.797, -2.480], [-0.186, -5.701, -3.839], [-1.752, -5.672, -3.018]], "multiplicity": 1, "lumo_energy_ev": 0.2, "de_lowest_kj_mol": 30.03, "charge": 0, "gap_ha": 0.313, "mol_weight_g_mol": 876.31}



[4]
{"formula": "C6H8Cl2O", "method": "wB97M-V/def2-TZVPD", "elements": ["C", "C", "C", "C", "C", "C", "O", "Cl", "Cl", "H", "H", "H", "H", "H", "H", "H", "H"], "positions_angstrom": [[0.655, -1.325, 0.248], [0.536, 0.090, 0.169], [-0.498, 0.650, -0.789], [-1.976, 0.377, -0.274], [1.618, -1.905, 1.259], [-0.344, 2.136, -1.074], [-0.005, -2.068, -0.488], [-2.504, 1.165, 1.142], [-2.541, -1.183, -0.501], [0.866, 0.709, 0.986], [-0.447, 0.074, -1.717], [2.510, -2.251, 0.739], [1.154, -2.775, 1.719], [1.905, -1.190, 2.023], [0.617, 2.329, -1.540], [-0.411, 2.709, -0.155], [-1.135, 2.458, -1.747]], "multiplicity": 1, "lumo_energy_ev": [-1.5, -0.4], "de_lowest_kj_mol": 123.55, "charge": 0, "gap_ha": [0.248, 0.324], "mol_weight_g_mol": 167.03}



[5]
{"formula": "C13H36ClIInP3", "method": "wB97M-V/def2-TZVPD", "elements": ["C", "I", "H", "H", "H", "In", "P", "C", "C", "H", "H", "H", "H", "H", "H", "C", "H", "H", "H", "P", "C", "C", "H", "H", "H", "C", "H", "H", "H", "H", "H", "H", "Cl", "C", "C", "P", "C", "C", "C", "C", "H", "H", "H", "H", "H", "H", "H", "H", "H", "H", "H", "H", "H", "H", "H"], "positions_angstrom": [[0.829, -0.204, 0.490], [-1.032, -0.233, -1.454], [1.493, -0.850, 1.017], [-0.151, -0.552, 0.921], [1.314, -0.190, -0.475], [-0.062, -5.037, -0.452], [-2.032, -2.152, 1.075], [-2.646, -0.711, 2.088], [-3.696, -2.622, 0.435], [-4.356, -2.825, 1.284], [-2.924, -3.490, 2.916], [-3.594, -3.509, -0.192], [-1.600, -4.330, 2.016], [-2.831, 0.140, 1.435], [-4.077, -1.790, -0.158], [-1.940, -3.375, 2.437], [-3.567, -0.994, 2.579], [-1.200, -3.012, 3.161], [-1.908, -0.425, 2.832], [1.291, -1.544, -2.583], [2.006, 0.129, -3.000], [2.829, -2.523, -2.726], [0.129, -2.884, -4.253], [1.386, -1.830, -4.963], [-0.194, -1.153, -4.455], [0.566, -1.891, -4.238], [2.613, -3.570, -2.477], [3.205, -2.444, -3.758], [2.582, 0.030, -3.915], [2.659, 0.503, -2.209], [3.569, -2.126, -2.021], [1.191, 0.834, -3.142], [-1.027, -6.518, -2.121], [0.785, 1.351, 3.251], [-0.105, 2.113, 2.316], [0.239, 1.705, 0.560], [-1.019, 2.868, -0.292], [-0.966, 4.333, 0.117], [1.862, 2.223, 0.074], [2.352, 3.441, 0.805], [0.600, 0.267, 3.254], [0.582, 1.708, 4.268], [1.866, 1.491, 3.070], [-1.140, 1.863, 2.538], [-0.006, 3.169, 2.489], [-0.927, 2.829, -1.379], [-2.050, 2.551, -0.121], [-0.063, 4.866, -0.195], [-1.807, 4.870, -0.348], [-1.077, 4.507, 1.197], [2.593, 1.440, 0.336], [1.958, 2.316, -1.015], [2.477, 3.271, 1.879], [3.338, 3.673, 0.410], [1.683, 4.292, 0.691]], "multiplicity": 1, "lumo_energy_ev": [-9.8, -8.6], "de_lowest_kj_mol": 365.05, "charge": 2, "gap_ha": [0.165, 0.212], "mol_weight_g_mol": 562.53}